one) Computed, not measured: a cluster of 2 separate species, H2N2O2S in total, with ωB97M-V/def2-TZVPD.

## Properties
Frontier orbital gap   6.8 eV
Total charge   0
LUMO level   -0.0701 hartree

Positions of all 7 atoms, in Å:
N  -1.6698  0.4278  0.1093
N  -2.0312  -0.7150  -0.0026
O  2.1586  -0.7148  0.8003
O  1.2538  1.0762  -0.4565
S  2.3094  0.6928  0.4479
H  -0.7139  0.6590  -0.5038
H  -1.3069  -1.4260  -0.3944

***

two) Computed, not measured: a cluster of 2 separate species, H2N2O2S in total, with ωB97M-V/def2-TZVPD.

## Properties
Frontier orbital gap   9.0 eV
Total charge   0
LUMO level   -0.0261 hartree

Positions of all 7 atoms, in Å:
N  0.3915  0.0948  0.8909
N  1.3686  -0.3379  1.4558
O  -0.0083  0.5659  -2.8374
O  -1.7355  0.0644  -1.1950
S  -0.7022  0.9623  -1.6460
H  -0.5460  -0.2765  1.1531
H  1.2320  -1.0730  2.1785

***

three) Computed, not measured: the molecule H2N2O2S, with ωB97M-V/def2-TZVPD.

## Properties
Frontier orbital gap   10.2 eV
Total charge   0
LUMO level   0.0096 hartree
SMILES   NS[N+](=O)[O-]

Positions of all 7 atoms, in Å:
N  1.4000  -0.2677  0.0007
N  -1.3130  0.1308  0.0600
O  -0.9770  1.2658  0.2429
O  -2.4206  -0.3454  0.0073
S  -0.0285  -1.1184  0.1265
H  1.5260  0.5582  0.4654
H  1.8132  -0.2234  -0.9028

***

So which one is most stable? That would be two), about 0.600 eV below the next structure.

***

one) Computed, not measured: the molecule C3H5OP, with ωB97M-V/def2-TZVPD.

## Properties
Frontier orbital gap   9.0 eV
Total charge   0
LUMO level   -0.0273 hartree
SMILES   [H]/P=C/C(C)=O

Positions of all 10 atoms, in Å:
C  0.7842  -0.6291  0.1300
C  0.0841  0.6623  0.1154
C  -1.3965  0.5643  -0.0674
O  0.7598  1.6478  0.0705
P  2.4307  -0.4749  -0.0016
H  0.3057  -1.5087  0.1568
H  -2.0300  0.3500  0.9442
H  -1.7317  -0.2236  -0.6288
H  -1.9566  1.3703  -0.4043
H  2.7502  -1.7583  -0.3148

***

two) Computed, not measured: the molecule C3H5OP, with ωB97M-V/def2-TZVPD.

## Properties
Frontier orbital gap   8.6 eV
Total charge   0
LUMO level   -0.0423 hartree
SMILES   [H]/P=C/C(C)=O

Positions of all 10 atoms, in Å:
C  0.0615  -0.6690  0.7242
C  -0.0686  0.6311  0.1413
C  -0.0590  0.7837  -1.3396
O  -0.1947  1.7165  0.8774
P  0.0753  -0.8666  2.3984
H  0.2883  -1.4809  -0.0964
H  -0.1581  1.8536  -1.5609
H  -0.8378  0.1459  -1.6372
H  0.6159  0.1014  -1.8050
H  0.2773  -2.2157  2.2978

***

So which one is most stable? That would be one), about 0.068 eV below the next structure.

***

one) Computed, not measured: a cluster of 2 separate species, C3H5OP in total, with ωB97M-V/def2-TZVPD.

## Properties
Frontier orbital gap (spin up / spin down)   7.2 / 6.6 eV
Total charge   0
LUMO level (spin up / spin down)   -0.0414 / -0.0455 hartree

Positions of all 10 atoms, in Å:
C  -0.7872  -0.1630  -0.1982
C  -1.4594  0.7106  0.4877
C  0.7060  -0.1118  -0.1433
O  -4.5831  -0.4078  -0.8960
P  -4.2531  0.1546  0.3874
H  -1.4019  -1.0192  -0.7563
H  -0.9701  1.5585  1.0880
H  0.8567  0.9047  0.1961
H  1.0793  -0.7566  0.6504
H  1.2708  -0.2873  -1.0162

***

two) Computed, not measured: a cluster of 2 separate species, C3H5OP in total, with ωB97M-V/def2-TZVPD.

## Properties
Frontier orbital gap   8.4 eV
Total charge   0
LUMO level   -0.0373 hartree

Positions of all 10 atoms, in Å:
C  -1.9066  -1.7209  0.7376
C  -1.4597  -0.6126  0.5610
C  0.7567  0.6937  -0.5533
O  -1.8037  1.6775  -0.9195
P  -0.9683  0.9699  0.0768
H  -2.1548  -2.7573  0.5924
H  1.0378  1.7277  -0.6772
H  1.4146  0.0154  0.0328
H  0.7121  0.1034  -1.4851
H  -0.8223  2.5136  1.7782

***

So which one is most stable? That would be one), about 0.534 eV below the next structure.

***

one) Computed, not measured: a structure of composition C2H8N2, with ωB97M-V/def2-TZVPD.

## Properties
Frontier orbital gap   5.5 eV
Total charge   0
LUMO level   -0.0782 hartree

Positions of all 12 atoms, in Å:
N  1.0742  -1.6897  -0.0452
C  -0.0652  -0.7622  -0.0277
C  -0.4007  0.6467  -0.6160
N  -1.0168  1.4856  0.5826
H  1.4916  -1.6741  -1.1051
H  0.9640  -0.5052  0.6013
H  1.7293  1.3333  1.4096
H  -1.0557  -1.2189  0.3299
H  0.8541  1.0619  -0.6473
H  -0.8354  0.4105  -1.6064
H  1.7670  1.0445  0.6958
H  -2.5210  1.6701  0.4228

***

two) Computed, not measured: a cluster of 2 separate species, C2H8N2 in total, with ωB97M-V/def2-TZVPD.

## Properties
Frontier orbital gap   10.4 eV
Total charge   0
LUMO level   0.0386 hartree
SMILES   [H]/N=C/N.C

Positions of all 12 atoms, in Å:
C  6.4822  -2.6277  -0.9650
H  6.8538  -2.5528  -2.0309
H  5.5451  -2.1198  -0.9519
H  6.1927  -3.6279  -0.5933
H  7.4466  -2.3717  -0.5237
N  -1.6116  1.2692  -0.0250
C  -2.8344  1.4623  0.6228
N  -3.7846  0.5020  0.6073
H  -0.7203  1.5367  0.4814
H  -1.7965  0.2983  -0.5477
H  -3.0863  2.4633  0.9606
H  -4.5480  0.9679  1.1827

***

three) Computed, not measured: a cluster of 2 separate species, C2H8N2 in total, with ωB97M-V/def2-TZVPD.

## Properties
Frontier orbital gap   5.3 eV
Total charge   0
LUMO level   -0.1073 hartree

Positions of all 12 atoms, in Å:
N  1.5587  0.1486  0.2745
C  0.3063  -0.4331  0.0788
C  -0.4993  -0.0730  -1.2667
N  -1.8408  -0.4330  -1.4616
H  1.5578  1.1742  0.3415
H  0.7982  -1.4110  -0.0659
H  0.2790  1.0861  2.8961
H  -0.3946  -0.5467  0.9091
H  0.1593  -0.1893  -2.1302
H  -0.9003  0.9567  -1.1986
H  1.0206  1.1533  2.9188
H  -2.0450  -1.4329  -1.2958

***

So which one is most stable? That would be two), about 6.575 eV below the next structure.

***

one) Computed, not measured: the molecule C2H8N2, with ωB97M-V/def2-TZVPD.

## Properties
Frontier orbital gap   10.0 eV
Total charge   0
LUMO level   0.0431 hartree
SMILES   NCCN

Positions of all 12 atoms, in Å:
N  -1.4496  1.0764  0.5453
C  -0.4844  -0.0081  0.7300
C  0.4771  -0.0617  -0.4495
N  1.2391  -1.3037  -0.4499
H  -1.4168  1.6001  -0.3204
H  -1.5430  1.7781  1.2568
H  -1.0654  -0.9286  0.7027
H  0.1300  0.2221  1.5805
H  -0.0644  0.0190  -1.4032
H  1.1125  0.7874  -0.5346
H  0.8459  -2.0266  -1.0243
H  2.2191  -1.1543  -0.6334

***

two) Computed, not measured: a cluster of 2 separate species, C2H8N2 in total, with ωB97M-V/def2-TZVPD.

## Properties
Frontier orbital gap   9.4 eV
Total charge   0
LUMO level   0.0383 hartree
SMILES   C=CN.N

Positions of all 12 atoms, in Å:
N  -2.9573  -3.3825  -0.5084
H  -2.9134  -4.0413  -1.2588
H  -2.5371  -2.4828  -0.6110
H  -3.7596  -3.4241  0.0771
C  0.4006  1.6058  -0.0406
C  1.6483  1.2176  0.1860
N  2.6494  2.0596  0.6601
H  -0.1952  0.8855  -0.5813
H  0.1406  2.6558  -0.0880
H  1.9117  0.1948  -0.0583
H  2.2637  2.9516  0.9158
H  3.3483  1.7600  1.3074

***

three) Computed, not measured: a cluster of 2 separate species, C2H8N2 in total, with ωB97M-V/def2-TZVPD.

## Properties
Frontier orbital gap   10.1 eV
Total charge   0
LUMO level   0.0398 hartree
SMILES   C=N.CN

Positions of all 12 atoms, in Å:
C  -1.7632  -0.8375  0.6949
N  -2.0373  -0.1654  -0.5744
H  -1.4856  -1.8728  0.4996
H  -2.6651  -0.8452  1.3038
H  -0.9559  -0.3994  1.2833
H  -1.1645  -0.0242  -1.0714
H  -2.3933  0.7679  -0.4038
C  2.7942  0.5755  -0.1277
N  1.5682  0.5774  -0.4191
H  3.1039  0.0260  0.7639
H  3.5936  1.0741  -0.6808
H  1.4050  1.1235  -1.2684

***

So which one is most stable? That would be one), about 0.318 eV below the next structure.

***

one) Computed, not measured: a cluster of 2 separate species, C2H8N2 in total, with ωB97M-V/def2-TZVPD.

## Properties
Frontier orbital gap   9.1 eV
Total charge   0
LUMO level   0.0313 hartree
SMILES   C=CN.N

Positions of all 12 atoms, in Å:
N  0.0276  2.4006  1.1039
H  0.7719  2.9941  1.4437
H  -0.8242  2.6320  1.6000
H  -0.1281  2.6628  0.1380
C  -0.7959  -2.2408  -0.5457
C  0.2033  -1.4316  -0.8828
N  0.9297  -0.5605  -0.0467
H  -1.2903  -2.2131  0.4150
H  -1.1434  -2.9508  -1.2793
H  0.5549  -1.4391  -1.9073
H  0.3117  -0.0133  0.5571
H  1.3828  0.1597  -0.5960

***

two) Computed, not measured: the molecule C2H8N2, with ωB97M-V/def2-TZVPD.

## Properties
Frontier orbital gap   10.1 eV
Total charge   0
LUMO level   0.0445 hartree
SMILES   CNCN

Positions of all 12 atoms, in Å:
C  0.1528  -0.4116  -1.6241
N  -0.1179  0.4504  -0.4645
C  -0.1603  -0.2830  0.7918
N  -0.3456  0.5860  1.9406
H  0.4710  0.1663  -2.4860
H  -0.7741  -0.9371  -1.8863
H  0.8566  -1.1982  -1.3356
H  0.5414  1.2182  -0.4474
H  -0.9602  -1.0189  0.6684
H  0.7533  -0.8809  0.9616
H  0.5372  0.9689  2.2259
H  -0.9540  1.3399  1.6557

***

So which one is most stable? That would be two), about 0.161 eV below the next structure.